[1]
{
  "formula": "C2H7N3S2",
  "method": "ωB97M-V/def2-TZVPD",
  "de_lowest_kj_mol": 212.5,
  "smiles": "[H]/N=C(\\NS)NSC",
  "orbital_gap_ha": 0.33632,
  "spin_multiplicity": 1,
  "species": ["C", "C", "H", "H", "H", "H", "H", "H", "H", "N", "N", "N", "S", "S"],
  "xyz": [[-0.754, 0.695, -2.303], [0.075, 0.127, 0.657], [0.452, 0.459, -2.481], [-1.158, 1.158, -3.273], [-1.226, -0.240, -1.816], [1.396, 1.470, 0.094], [-1.237, -1.013, 1.395], [2.093, -0.420, 1.329], [-0.062, -2.046, 3.145], [0.326, 1.262, 0.182], [-1.103, -0.336, 0.678], [1.095, -0.689, 1.427], [-0.734, 1.920, -0.976], [0.839, -2.347, 1.941]],
  "mulliken_charge": [-0.6923, 0.7183, 0.1853, 0.3204, 0.2467, 0.2668, 0.1290, 0.2392, 0.1538, -0.2737, -0.7003, -0.3860, -0.0223, -0.1849]
}

[2]
{
  "formula": "C41H38IMoN3O2P2SSe",
  "method": "ωB97M-V/def2-TZVPD",
  "de_lowest_kj_mol": 68.2,
  "orbital_gap_ha": 0.23847,
  "spin_multiplicity": 1,
  "species": ["Mo", "N", "P", "C", "C", "C", "C", "C", "C", "C", "C", "C", "C", "C", "C", "P", "C", "C", "C", "C", "C", "C", "C", "C", "C", "C", "C", "C", "H", "H", "H", "H", "H", "H", "H", "H", "H", "H", "H", "H", "H", "H", "H", "H", "H", "H", "H", "H", "H", "Se", "C", "N", "C", "N", "C", "C", "C", "C", "C", "C", "C", "C", "H", "H", "H", "H", "H", "H", "H", "H", "H", "H", "H", "H", "H", "I", "C", "C", "C", "C", "C", "C", "C", "O", "O", "H", "H", "H", "H", "S"],
  "xyz": [[1.104, 0.520, -1.337], [-1.803, -0.682, -1.483], [-1.396, 0.763, -0.681], [-2.445, 2.076, -1.360], [-1.938, 3.373, -1.329], [-2.723, 4.436, -1.752], [-4.008, 4.205, -2.223], [-4.511, 2.912, -2.271], [-3.733, 1.850, -1.835], [-2.227, 0.495, 0.942], [-2.868, 1.532, 1.619], [-3.403, 1.332, 2.886], [-3.310, 0.088, 3.495], [-2.684, -0.956, 2.824], [-2.145, -0.754, 1.563], [-0.387, -1.461, -2.045], [-0.425, -3.100, -1.255], [0.695, -3.548, -0.564], [0.675, -4.773, 0.089], [-0.470, -5.556, 0.054], [-1.587, -5.125, -0.652], [-1.562, -3.906, -1.308], [-0.757, -1.872, -3.769], [-0.002, -2.854, -4.406], [-0.209, -3.126, -5.749], [-1.167, -2.419, -6.462], [-1.912, -1.432, -5.834], [-1.706, -1.153, -4.491], [-2.645, -1.192, -1.273], [-0.916, 3.542, -1.002], [-2.324, 5.443, -1.731], [-4.618, 5.034, -2.563], [-5.510, 2.731, -2.649], [-4.128, 0.841, -1.869], [-2.968, 2.505, 1.151], [-3.910, 2.147, 3.388], [-3.738, -0.073, 4.477], [-2.624, -1.938, 3.281], [-1.654, -1.575, 1.054], [1.600, -2.947, -0.562], [1.555, -5.112, 0.623], [-0.491, -6.509, 0.569], [-2.474, -5.746, -0.697], [-2.428, -3.587, -1.881], [0.754, -3.404, -3.858], [0.383, -3.888, -6.240], [-1.325, -2.633, -7.513], [-2.651, -0.870, -6.393], [-2.267, -0.367, -4.003], [3.038, -0.505, -2.838], [4.624, 0.387, -2.501], [5.621, 0.942, -2.306], [2.462, 1.666, 3.061], [1.152, 2.381, 3.022], [0.170, 1.744, 3.935], [0.562, 2.484, 1.616], [1.529, 3.103, 0.647], [1.980, 4.393, 0.954], [2.950, 5.003, 0.181], [3.453, 4.311, -0.914], [2.965, 3.055, -1.234], [1.979, 2.394, -0.480], [2.861, 1.729, 4.072], [3.137, 2.118, 2.344], [2.288, 0.628, 2.802], [1.322, 3.333, 3.329], [-0.018, 0.735, 3.572], [-0.760, 2.308, 3.909], [0.575, 1.713, 4.944], [-0.358, 3.060, 1.747], [0.302, 1.467, 1.343], [1.556, 4.943, 1.796], [3.299, 6.001, 0.420], [4.224, 4.757, -1.533], [3.372, 2.564, -2.108], [3.443, -4.562, 5.754], [2.931, -3.330, 4.148], [3.931, -2.806, 3.340], [3.589, -1.989, 2.276], [2.251, -1.699, 2.025], [1.255, -2.235, 2.836], [1.593, -3.051, 3.902], [1.897, -0.814, 0.882], [2.770, -0.309, 0.168], [0.666, -0.571, 0.645], [4.970, -3.038, 3.538], [4.347, -1.573, 1.624], [0.219, -2.012, 2.616], [0.823, -3.476, 4.534], [0.312, 1.482, -3.044]],
  "mulliken_charge": [-1.4630, 0.1418, 0.8931, 0.0122, -0.3894, -0.7348, -0.5699, -0.7955, -0.2368, 0.4341, -0.6314, -0.7789, -0.6829, -0.5447, -0.4273, 0.8457, 0.2123, -0.2237, -0.4320, -0.5740, -0.8143, -0.3000, 0.5353, -0.4819, -0.6484, -0.4791, -0.7219, -0.4522, 0.4396, 0.3773, 0.4567, 0.3774, 0.4234, 0.3815, 0.4298, 0.4599, 0.3800, 0.5021, 0.1305, 0.3150, 0.4962, 0.3982, 0.4395, 0.3749, 0.4144, 0.3953, 0.3740, 0.4235, 0.3333, -0.0517, 0.2201, -0.6936, -0.9110, 0.1720, -0.6309, -0.0622, 0.4025, -0.9644, -0.8816, -0.8687, -0.3821, 1.9022, 0.5154, 0.3604, 0.4320, 0.4890, 0.1459, 0.3506, 0.3663, 0.4238, -0.4693, 0.3145, 0.3864, 0.4158, 0.3438, 0.0907, -0.1369, -0.6657, -0.9603, -0.0247, -0.0152, -0.7598, 1.3056, -1.0074, 0.4354, 0.4239, 0.5090, 0.4025, 0.4455, -0.3824]
}

[3]
{
  "formula": "C3H3ClN4",
  "method": "ωB97M-V/def2-TZVPD",
  "de_lowest_kj_mol": 70.6,
  "smiles": "Cl/C=C\\n1ncnn1",
  "orbital_gap_ha": 0.36590,
  "spin_multiplicity": 1,
  "species": ["C", "C", "C", "H", "H", "H", "N", "N", "N", "N", "Cl"],
  "xyz": [[-2.020, 0.688, 0.003], [-0.735, 1.024, -0.002], [1.696, -1.395, -0.002], [-2.775, 1.435, -0.015], [-0.444, 2.064, 0.007], [2.108, -2.400, 0.026], [0.391, 0.171, -0.001], [0.396, -1.149, -0.005], [2.450, -0.263, -0.007], [1.615, 0.718, -0.001], [-2.683, -0.893, -0.003]],
  "mulliken_charge": [-0.3086, -0.0510, -0.0245, 0.3557, 0.3646, 0.4155, 0.9636, -0.6968, -0.3600, -0.5408, -0.1177]
}

no.,total energy (Eh),HOMO (eV)
1,-1040.9411,-8.746
2,-5748.1901,-6.692
3,-795.2716,-9.671